This record from the Open Molecules 2025 dataset describes 16 unconnected molecules or ions with the total composition C64H112N16 in a non-equilibrium geometry. The level of theory is ωB97M-V/def2-TZVPD.

Positions of all 192 atoms, in Å:
C1 9.63 -1.14 2.89
C2 8.90 -0.97 1.55
C3 7.51 -0.36 1.81
C4 6.84 0.37 0.72
N1 6.36 0.96 -0.16
H1 9.03 -1.79 3.52
H2 9.80 -0.18 3.39
H3 10.62 -1.54 2.68
H4 8.79 -1.94 1.07
H5 9.43 -0.23 0.95
H6 7.47 0.29 2.68
H7 6.91 -1.24 2.03
C5 -2.27 -3.96 -6.30
C6 -0.90 -3.21 -6.60
C7 -0.64 -2.20 -5.57
C8 -0.86 -2.57 -4.21
N2 -1.00 -2.86 -3.11
H8 -2.35 -4.95 -6.75
H9 -3.09 -3.34 -6.66
H10 -2.30 -4.22 -5.24
H11 -0.91 -2.85 -7.63
H12 -0.11 -3.95 -6.45
H13 -1.29 -1.36 -5.79
H14 0.31 -1.68 -5.66
C9 -1.08 2.38 -5.81
C10 -1.67 3.74 -6.18
C11 -3.21 3.63 -6.15
C12 -3.86 3.56 -4.86
N3 -4.35 3.58 -3.79
H15 -1.42 1.55 -6.42
H16 -1.03 2.23 -4.73
H17 -0.03 2.48 -6.11
H18 -1.37 4.08 -7.17
H19 -1.46 4.61 -5.55
H20 -3.50 2.70 -6.64
H21 -3.68 4.44 -6.71
C13 -1.66 -4.52 -0.41
C14 -1.56 -4.67 1.13
C15 -1.47 -6.05 1.69
C16 -2.63 -6.90 1.71
N4 -3.59 -7.59 1.67
H22 -0.61 -4.41 -0.67
H23 -2.33 -3.69 -0.62
H24 -1.99 -5.43 -0.92
H25 -2.48 -4.22 1.52
H26 -0.77 -4.11 1.63
H27 -1.20 -6.07 2.75
H28 -0.68 -6.55 1.14
C17 -4.59 -0.54 5.66
C18 -3.26 -0.64 5.06
C19 -3.22 -0.29 3.54
C20 -1.88 0.28 3.27
N5 -0.88 0.77 3.11
H29 -5.29 -1.20 5.15
H30 -5.11 0.42 5.59
H31 -4.59 -0.72 6.73
H32 -2.82 -1.61 5.29
H33 -2.76 0.23 5.49
H34 -3.88 0.52 3.24
H35 -3.68 -1.06 2.91
C21 -4.07 -4.54 7.47
C22 -2.74 -3.84 7.78
C23 -1.47 -4.39 7.00
C24 -1.50 -4.07 5.60
N6 -1.52 -3.71 4.48
H36 -4.29 -4.52 6.41
H37 -4.82 -4.15 8.16
H38 -3.98 -5.63 7.55
H39 -2.55 -3.87 8.85
H40 -2.69 -2.76 7.64
H41 -1.49 -5.47 7.11
H42 -0.55 -3.91 7.34
C25 3.65 3.10 -3.49
C26 5.00 2.68 -2.98
C27 6.07 3.52 -3.63
C28 5.80 4.92 -3.21
N7 5.72 6.04 -2.88
H43 3.07 2.20 -3.28
H44 3.67 3.16 -4.58
H45 2.98 3.88 -3.13
H46 5.12 1.64 -3.26
H47 5.11 2.74 -1.89
H48 6.08 3.37 -4.71
H49 7.04 3.22 -3.22
C29 0.85 5.75 2.21
C30 1.52 6.68 1.18
C31 2.84 7.40 1.63
C32 2.59 8.59 2.50
N8 2.45 9.54 3.16
H50 1.25 4.74 2.20
H51 -0.18 5.61 1.90
H52 0.82 6.17 3.22
H53 0.72 7.36 0.90
H54 1.63 6.05 0.30
H55 3.40 7.75 0.76
H56 3.44 6.60 2.07
C33 7.96 0.57 -4.27
C34 9.12 -0.43 -4.45
C35 10.44 0.20 -4.10
C36 10.58 1.50 -4.65
N9 10.76 2.56 -5.13
H57 8.10 0.94 -3.26
H58 6.94 0.18 -4.22
H59 8.06 1.36 -5.02
H60 9.13 -0.66 -5.51
H61 9.08 -1.32 -3.82
H62 11.25 -0.38 -4.53
H63 10.65 0.23 -3.03
C37 4.07 3.06 1.09
C38 5.43 3.09 1.86
C39 6.64 3.97 1.24
C40 6.25 5.42 1.24
N10 5.95 6.55 1.20
H64 3.34 2.64 1.77
H65 4.18 2.49 0.16
H66 3.63 4.03 0.87
H67 5.89 2.18 2.25
H68 5.28 3.56 2.83
H69 6.94 3.64 0.25
H70 7.55 3.83 1.82
C41 -7.63 1.19 -0.44
C42 -6.81 0.16 -1.32
C43 -6.49 0.61 -2.82
C44 -7.72 0.91 -3.55
N11 -8.74 1.17 -4.08
H71 -7.90 0.68 0.49
H72 -8.57 1.41 -0.96
H73 -7.02 2.07 -0.24
H74 -7.34 -0.79 -1.29
H75 -5.85 -0.19 -0.95
H76 -6.07 -0.29 -3.26
H77 -5.92 1.54 -2.81
C45 -5.14 -2.96 1.32
C46 -6.57 -3.21 0.95
C47 -7.52 -2.72 2.09
C48 -7.27 -1.33 2.63
N12 -7.02 -0.26 3.03
H78 -4.88 -1.90 1.29
H79 -4.51 -3.59 0.69
H80 -5.02 -3.25 2.37
H81 -6.67 -4.30 0.88
H82 -6.82 -2.73 0.01
H83 -7.41 -3.38 2.95
H84 -8.58 -2.73 1.84
C49 -3.89 3.89 -0.63
C50 -2.84 3.27 0.42
C51 -1.56 2.75 -0.16
C52 -0.45 3.57 -0.62
N13 0.41 4.29 -1.07
H85 -3.46 4.70 -1.23
H86 -4.86 4.12 -0.19
H87 -4.05 3.14 -1.40
H88 -3.39 2.53 1.01
H89 -2.63 4.08 1.12
H90 -1.94 2.26 -1.06
H91 -1.06 2.10 0.56
C53 -5.08 -3.73 -3.66
C54 -4.70 -4.84 -2.58
C55 -5.80 -5.97 -2.63
C56 -7.18 -5.53 -2.52
N14 -8.30 -5.27 -2.41
H92 -5.89 -3.07 -3.35
H93 -5.53 -4.11 -4.57
H94 -4.21 -3.12 -3.89
H95 -4.74 -4.28 -1.65
H96 -3.65 -5.03 -2.77
H97 -5.54 -6.78 -1.95
H98 -5.71 -6.54 -3.55
C57 2.52 -0.77 -0.65
C58 1.04 -0.33 -0.77
C59 0.26 -1.11 0.39
C60 -1.16 -0.81 0.39
N15 -2.32 -0.69 0.46
H99 3.11 -0.02 -1.16
H100 2.82 -1.65 -1.23
H101 2.92 -0.93 0.36
H102 0.70 -0.57 -1.77
H103 0.77 0.70 -0.50
H104 0.61 -0.90 1.40
H105 0.32 -2.18 0.23
C61 1.49 1.00 6.54
C62 1.98 0.96 5.09
C63 2.21 -0.50 4.52
C64 3.36 -0.79 3.62
N16 4.15 -1.05 2.89
H106 2.13 0.37 7.16
H107 0.50 0.55 6.63
H108 1.57 2.02 6.93
H109 2.89 1.56 5.14
H110 1.42 1.66 4.47
H111 1.37 -0.96 3.99
H112 2.37 -1.18 5.36

The total charge is 0. The LUMO energy comes out at -0.014 eV. For the frontier orbital gap, the calculation gives 0.3891 Ha.